[1]
Formula: C20H40AsBF6Mg2NO19
Source: the OMol25 dataset
Level of theory: ωB97M-V/def2-TZVPD

```
90
Properties=species:S:1:pos:R:3:forces:R:3
Mg 6.45540 -27.50926 29.07941 0.4410 -1.4129 -1.8293
Mg 3.61530 -24.17623 24.81550 1.0881 -0.5497 1.1381
O 13.31922 -30.72360 25.34868 0.0560 0.0566 -0.0249
C 12.52376 -29.84418 25.40373 -0.4095 -0.7332 0.0891
O 11.21778 -30.00667 25.72510 -0.5966 0.0810 0.3803
B 10.54091 -28.71583 25.77464 2.0401 -0.3129 -0.5966
O 11.61883 -27.77012 25.45602 -1.6289 1.7211 0.2942
C 12.73343 -28.35658 25.13343 1.5102 -0.9910 -0.3699
O 13.75092 -27.89664 24.70347 -0.5667 0.3653 0.2367
O 9.88103 -28.41124 27.07961 -0.1171 0.4374 0.2285
C 8.61792 -28.19251 26.88675 0.8006 -1.2890 0.1565
O 7.82935 -27.94727 27.77440 0.2109 0.7482 -0.4592
C 8.29843 -28.54182 25.41099 -1.1975 0.8280 1.0875
O 9.43081 -28.61316 24.80523 -0.1819 -0.5058 -0.9230
O 7.15450 -28.66837 25.04941 0.5297 -0.1248 -0.4969
N 4.25327 -26.08877 27.35572 -1.4330 -0.5517 -0.6188
O 3.24237 -26.68788 27.72359 0.2426 0.0957 0.3234
O 4.12744 -25.17854 26.50491 1.2422 -0.6059 1.2968
O 5.37772 -26.46068 27.77889 0.0494 1.1723 -0.7905
As 5.80454 -21.77250 26.35668 0.8723 0.4574 0.0977
F 6.40689 -23.38797 26.65128 0.2056 0.6131 -0.0152
F 4.97186 -21.87520 27.88463 0.0433 -0.0562 -0.5560
F 4.93304 -20.30250 26.01411 0.5250 -0.6746 -0.0193
F 6.55381 -21.79513 24.76482 -0.3286 0.1531 0.7384
F 4.43121 -22.62957 25.51202 -0.2846 0.6758 0.5390
F 7.17204 -20.96226 27.05307 -0.8052 -0.5609 -0.3665
C 8.69302 -25.42624 29.79459 0.9975 -0.4954 0.4193
O 7.52298 -26.23203 30.07477 0.0578 1.5874 0.1679
C 6.77621 -25.64558 31.13280 0.4138 0.0012 1.6025
C 5.57990 -26.47895 31.53698 -0.3858 -0.4926 -0.1157
O 5.16432 -27.30803 30.43788 -1.4060 0.5593 1.6523
C 3.86038 -27.82994 30.65050 -1.4434 -0.3849 -0.3895
H 9.14937 -25.18608 30.75600 -0.0074 0.0523 0.0239
H 8.55139 -24.49387 29.25037 -0.7438 -0.1705 -0.1167
H 9.40948 -26.05187 29.26666 -0.2218 -0.0723 -0.1915
H 6.54450 -24.58992 30.98948 -0.0980 -0.1125 -0.6227
H 7.37250 -25.69867 32.05217 0.4344 0.4053 -0.2215
H 4.77944 -25.82258 31.88334 -0.1469 -0.0145 -0.2961
H 5.80082 -27.14654 32.37337 0.1931 -0.0336 -0.0622
H 3.70367 -28.30577 31.62024 0.6142 0.0592 0.1614
H 3.59062 -28.55567 29.88616 0.5811 -0.0495 -0.1174
H 3.07778 -27.07577 30.54507 0.3671 0.4237 0.0827
C 4.72658 -29.60278 27.33433 -0.0350 0.8075 -0.4802
O 5.59099 -29.32967 28.43206 0.0227 0.1160 0.8831
C 5.99418 -30.50589 29.11269 -0.7721 -1.3128 -0.0059
C 6.90983 -30.30567 30.32346 -0.3184 1.3772 -0.6615
O 7.50399 -29.00873 30.18544 0.6829 -0.6994 -0.0015
C 8.73222 -28.86940 30.91276 -0.2196 0.6149 0.5253
H 4.65582 -28.66447 26.78919 0.1493 -0.1084 -0.1369
H 3.70318 -29.83943 27.63212 0.1626 -0.3763 0.3337
H 5.16415 -30.35638 26.68076 -0.0572 -0.1143 0.0842
H 6.40514 -31.18505 28.36090 0.3438 0.0360 0.1536
H 5.10461 -31.00510 29.51662 -0.1107 -0.0685 -0.2375
H 7.67761 -31.07614 30.34446 -0.1005 -0.0756 0.1033
H 6.33000 -30.26398 31.24825 0.0432 -0.4405 0.0457
H 9.60504 -28.65931 30.29411 -0.2933 -0.0806 -0.4279
H 8.94033 -29.75906 31.50391 -0.0929 0.0158 0.0274
H 8.56417 -28.01641 31.57172 0.3699 -0.1223 0.2203
C 2.70855 -21.90621 22.98669 -1.1530 -0.1369 0.4253
O 3.43737 -23.13147 23.16310 0.4833 0.4054 -0.9348
C 4.69409 -23.24481 22.47791 -0.1391 -1.0365 -1.8878
C 5.36885 -24.61652 22.73545 0.1762 1.4972 -0.1645
O 5.35245 -24.93546 24.12496 0.3763 0.6509 -0.7286
C 6.54788 -25.58054 24.52621 1.0938 -1.1734 0.0169
H 1.86806 -22.01332 23.67347 0.2107 0.2825 0.3223
H 2.19034 -21.80716 22.03122 0.6885 -0.3420 -0.4426
H 3.26509 -20.99965 23.21276 0.3602 -0.2335 0.0967
H 5.36479 -22.38923 22.53892 -0.1416 0.0613 1.1310
H 4.50941 -23.30456 21.39759 -0.3626 0.1536 -0.0419
H 6.37636 -24.43186 22.35562 0.2121 -0.2627 0.3333
H 4.97239 -25.41536 22.10602 -0.3983 -0.0807 0.3192
H 7.44432 -25.09686 24.13198 -0.2772 0.2689 -0.3028
H 6.50987 -26.60661 24.14848 0.1527 0.0779 0.0330
H 6.73625 -25.62552 25.59604 -0.9213 0.2815 0.1424
C 1.56787 -22.91841 26.76458 -0.7672 -0.1548 0.8723
O 1.89373 -23.77947 25.67802 -0.8987 0.0263 -0.4905
C 0.97815 -24.86381 25.47084 0.3920 -1.2542 1.1330
C 1.39169 -25.58565 24.19481 -0.9668 1.5016 -0.4054
O 2.77615 -25.87382 24.16080 -0.6349 -0.6266 -0.0085
C 3.13041 -27.09295 23.49988 -0.0124 -0.6206 0.9696
H 1.49217 -23.46022 27.71243 0.2058 -0.3882 -0.1722
H 0.56433 -22.52702 26.58823 0.1862 0.4292 -0.1122
H 2.32287 -22.15455 26.92635 0.0260 0.0354 -0.5604
H -0.08305 -24.60393 25.45619 0.1385 0.6908 -0.5302
H 1.02622 -25.52661 26.34209 0.4428 -0.0813 0.0132
H 1.22259 -24.82577 23.42108 -0.2477 -0.3890 -0.4234
H 0.75573 -26.45104 24.01780 0.1459 -0.0864 0.0451
H 3.14511 -27.02983 22.41357 0.2498 0.3165 0.0224
H 2.42688 -27.88182 23.77594 -0.2353 0.1794 -0.0248
H 4.05918 -27.40588 23.97425 0.3275 0.1413 -0.5870
```
Forces are in eV/Å.

Highest occupied orbital energy: -11.01 eV
Energy above the lowest of the compared OMol25 structures with the same formula, charge and spin: 162.00 kJ/mol
Total charge: +1
Orbital gap: 8.724 eV

Results of the Löwdin charge analysis, in e, for atoms 1 through 4: number 1, Mg, carries 0.592; number 2, Mg, carries 0.566; number 3, O, carries 0.187; number 4, C, carries -0.364

[2]
Formula: C20H40B2N4O3S
Source: the OMol25 dataset
Level of theory: ωB97M-V/def2-TZVPD

```
70
Properties=species:S:1:pos:R:3:forces:R:3
C -2.89043 -0.52134 0.91751 0.1179 -0.0953 0.2310
O -3.17721 -1.90328 0.67710 -0.1263 -0.0194 -0.1006
B -2.96242 -2.34828 -0.61207 0.5622 0.1201 -0.1275
O -3.85477 -3.17442 -1.20937 -0.0506 -0.2259 0.2721
C -1.63464 -1.95271 -1.37279 -0.6808 -0.0379 -0.1379
C -1.68746 -1.19282 -2.50690 0.1406 0.0035 0.0932
C -0.47182 -0.85264 -3.16840 -0.5386 -0.2034 0.3194
N -0.30692 -0.10882 -4.26331 0.1560 0.1343 -0.1887
S 1.27679 -0.07372 -4.54089 -0.1851 -0.0115 -0.0073
N 1.81623 -0.97131 -3.33152 0.1187 0.0739 -0.1109
C 0.73878 -1.34954 -2.63139 0.7505 -0.0738 0.0539
C 0.77969 -2.13203 -1.45044 -0.4192 -0.0592 0.3234
C -0.39331 -2.42502 -0.80619 0.5800 -0.1284 -0.4668
B -0.39607 -3.23519 0.54756 0.2479 0.3213 0.4017
C 0.29233 -2.55232 1.79088 -0.4776 -0.0848 -0.2393
O -0.98887 -4.47777 0.64475 -0.6506 0.5652 -0.6031
H -1.82559 -0.29170 0.89501 0.1360 -0.1702 -0.2095
H -3.40231 0.08339 0.17587 -0.0557 0.2622 0.0405
H -3.24443 -0.27174 1.91009 -0.2403 0.0153 0.0924
H -4.54658 -3.42014 -0.58328 -0.1910 0.0488 -0.1283
H -2.63237 -0.83827 -2.89232 -0.0484 0.0151 -0.1346
H 1.73386 -2.47326 -1.07540 0.1402 0.0242 -0.0217
H 1.32683 -2.34046 1.51496 0.1661 -0.0362 0.1888
H 0.22006 -3.13398 2.70535 0.2528 -0.1060 0.0939
H -0.16560 -1.58037 1.97836 0.0066 0.1525 -0.0243
H -1.68778 -4.45271 1.30666 0.3006 -0.4315 0.4249
C -5.43772 1.15480 4.20302 -0.0727 0.0144 -0.0186
C -4.70084 2.43628 3.84270 -0.0842 -0.0588 0.1592
N -4.88654 2.84708 2.46381 0.1227 -0.0126 -0.1776
C -3.96903 3.89391 2.04682 0.2366 0.0409 -0.0096
C -4.06860 5.26174 2.73338 0.0197 0.0567 -0.1076
C -6.26471 3.00833 2.03301 -0.2581 -0.1547 0.0433
C -7.15053 3.99641 2.80382 -0.0610 0.0307 -0.1065
H -5.16996 0.34472 3.52263 -0.0304 0.0212 -0.0428
H -5.17097 0.84801 5.21489 0.0064 0.0189 0.0075
H -6.52046 1.28379 4.17724 0.0001 -0.0275 -0.0097
H -3.63404 2.25567 4.00178 0.0485 0.1537 -0.0967
H -4.99453 3.22312 4.55483 0.0364 -0.0305 0.0564
H -4.06679 4.03060 0.96653 -0.1078 -0.0309 0.0005
H -2.95287 3.51408 2.19710 -0.0337 -0.0550 0.0684
H -4.93629 5.82538 2.39398 -0.0438 -0.0148 0.0647
H -3.18674 5.85702 2.48811 0.0072 -0.0183 0.0001
H -4.11131 5.17565 3.81924 -0.0170 -0.0184 0.0055
H -6.74464 2.02655 2.06884 0.0502 -0.0119 0.0579
H -6.26379 3.27666 0.97396 0.1241 0.0597 0.0078
H -7.04015 3.89345 3.88401 0.0263 -0.0139 0.0017
H -8.19934 3.80763 2.56604 0.0069 -0.0120 -0.0049
H -6.94394 5.03051 2.53346 0.0480 0.0186 0.0823
C 8.82065 -1.86213 -3.04918 -0.0011 -0.0121 -0.0313
C 7.66412 -1.93668 -2.06362 0.0415 -0.0829 -0.1158
N 7.03016 -0.65425 -1.82771 -0.0536 0.1681 0.1504
C 6.12270 -0.65681 -0.69393 -0.0116 -0.0794 0.2297
C 4.86953 -1.54048 -0.77126 -0.0987 0.1117 0.0545
C 6.55325 0.04048 -3.01107 0.1042 0.0295 -0.3015
C 5.53550 -0.68502 -3.89972 -0.1053 0.1705 -0.0413
H 9.55094 -1.11523 -2.73518 -0.0283 0.0323 -0.0011
H 9.32285 -2.82894 -3.10116 -0.0064 -0.0060 0.0019
H 8.48548 -1.61509 -4.05724 0.0075 0.0036 0.0017
H 8.05744 -2.29392 -1.10805 -0.1008 0.0369 0.0625
H 6.95110 -2.70055 -2.41252 0.0340 -0.0402 0.0082
H 5.81778 0.37342 -0.49151 0.0078 0.0297 -0.1091
H 6.70038 -0.96279 0.18462 0.0578 -0.0501 -0.0604
H 4.11388 -1.12072 -1.43511 0.0229 -0.0627 -0.0636
H 4.41759 -1.61628 0.22125 0.0292 0.0016 0.0082
H 5.10023 -2.55344 -1.10276 0.0175 0.0013 -0.0224
H 7.42023 0.29983 -3.62471 0.0402 -0.0727 0.0448
H 6.13883 1.00296 -2.70144 -0.0380 -0.0503 0.1340
H 5.81078 -1.72429 -4.08409 0.0227 -0.0037 0.0285
H 5.47998 -0.18842 -4.87155 0.0241 0.0036 0.0000
H 4.53443 -0.66257 -3.47308 -0.0021 -0.1373 0.0058
```
Forces are in eV/Å.

Highest occupied orbital energy: -7.99 eV
Orbital gap: 7.528 eV

Results of the Löwdin charge analysis, in e, for atoms 1 through 4: number 1, C, carries -0.041; number 2, O, carries 0.030; number 3, B, carries -0.640; number 4, O, carries 0.215

[3]
Formula: C20H40BNO10P
Source: the OMol25 dataset
Level of theory: ωB97M-V/def2-TZVPD

```
73
Properties=species:S:1:pos:R:3:forces:R:3
C 1.34962 -3.86849 1.32849 -0.0836 -0.6422 -0.5215
C 0.54696 -3.81717 -0.08879 -0.6111 2.6720 0.3375
P -0.99895 -4.93869 -0.22128 0.3735 -3.2320 -1.0561
O -0.66348 -6.43521 -0.08746 -1.0918 3.5250 0.0444
O -2.23032 -4.48900 0.86454 2.2479 0.3931 -1.6368
O -1.57809 -4.73344 -1.84024 0.9680 1.1036 2.7447
C 1.49476 -3.72612 -1.43589 0.1191 -0.5315 0.2047
O 1.37096 -2.39908 -2.02602 -1.0510 -1.6291 0.8152
B 0.74277 -1.57854 -0.97013 0.5265 -1.6053 1.0697
O -0.22377 -0.51135 -1.37204 -3.5384 -0.0847 3.3397
C -1.25957 -0.54600 -0.39252 -1.5276 1.4378 -0.0033
N -2.20944 -0.41946 0.35697 4.8044 -0.5882 -3.7841
O -0.10399 -2.49965 -0.14573 0.1604 -2.1153 -0.2229
H 1.99733 -2.91633 1.40952 -1.1571 -1.4905 -0.2344
H 2.02643 -4.80397 1.35897 -1.0670 1.4152 0.0257
H 0.60926 -3.91167 2.21917 1.1753 0.0927 -1.5631
H -2.18362 -3.52543 1.07699 -0.0022 -0.6060 -0.3922
H -1.44706 -3.78846 -2.09772 -0.1455 -0.7172 0.2915
H 2.57530 -3.89847 -1.04761 -1.6220 0.1241 -0.8858
H 1.15581 -4.51632 -2.21056 0.8433 1.1875 1.2760
H 1.61087 -1.31628 -0.19597 0.6311 1.3751 0.1782
C -1.55531 3.95286 -2.60956 -0.4527 0.0062 -0.0945
C -0.60041 3.03052 -1.88470 0.2175 -0.0193 0.3994
C 0.05447 2.28882 -3.03248 -0.0155 -0.4110 -0.1978
O 0.07300 3.18890 -4.15203 -0.1369 0.1967 0.1561
C -0.76374 4.31434 -3.85113 0.3184 0.1993 -0.1373
H -1.85231 4.82584 -2.02495 0.0280 -0.0261 -0.0635
H -2.46066 3.40377 -2.88978 0.0391 0.0548 0.0491
H 0.14831 3.62138 -1.34564 -0.0351 -0.0468 -0.0029
H -1.08828 2.36471 -1.17076 0.0785 -0.0011 -0.0832
H -0.52780 1.40816 -3.31989 0.0921 -0.0341 0.1462
H 1.07332 1.97146 -2.79932 -0.0700 -0.0023 -0.1098
H -0.11377 5.17544 -3.66935 -0.2030 0.0554 0.0061
H -1.40482 4.53620 -4.70823 0.0833 -0.0655 -0.0501
C 3.39184 1.05064 4.27409 -0.1011 0.4923 0.0343
C 3.04837 -0.18743 5.06885 0.2212 -0.2978 0.3436
C 2.13311 -0.93068 4.11573 -0.3177 -0.0576 -0.2968
O 2.55466 -0.59206 2.78666 0.1889 0.1870 0.4736
C 3.47264 0.50603 2.86215 0.0520 -0.2552 -0.3546
H 4.31417 1.53811 4.59625 -0.0439 -0.0238 -0.0456
H 2.57606 1.77762 4.34814 0.0785 -0.0240 -0.0162
H 3.95491 -0.77473 5.25056 -0.0672 0.0210 0.0249
H 2.57988 0.02397 6.03204 0.0065 -0.0350 -0.0642
H 1.09291 -0.60747 4.22942 -0.0101 -0.0631 0.0750
H 2.17806 -2.01412 4.25080 -0.0236 0.0450 -0.1319
H 4.47452 0.12057 2.64229 0.0563 0.1029 -0.0118
H 3.21378 1.25331 2.10874 -0.0438 -0.1443 -0.0344
C -5.49154 -5.91749 4.04149 -0.3495 -0.1256 0.3234
C -5.20998 -6.27928 2.60046 0.3692 -0.2915 -0.2117
C -5.48067 -4.96948 1.88836 -0.1353 0.2599 -0.2908
O -5.16030 -3.92058 2.81264 -0.0661 -0.3456 0.1938
C -4.97972 -4.49236 4.11395 0.2750 0.2926 -0.0917
H -5.01029 -6.58019 4.76342 -0.0136 0.0646 -0.0305
H -6.57146 -5.93687 4.22519 0.0639 0.0005 0.0422
H -4.15671 -6.55558 2.48627 -0.0898 0.0319 -0.0647
H -5.82130 -7.10255 2.22590 0.0239 0.0746 0.0029
H -6.53964 -4.87129 1.62419 -0.0331 -0.0664 -0.0421
H -4.88320 -4.85507 0.98139 0.0053 0.0914 0.1332
H -3.90923 -4.46671 4.34534 -0.0167 -0.0365 0.0975
H -5.51121 -3.89215 4.85655 0.0233 0.0684 -0.0939
C 3.57718 6.83966 -4.51429 0.1794 0.0836 -0.4293
C 3.47734 7.65792 -3.24644 0.2147 -0.0110 0.4356
C 2.01761 8.06716 -3.24926 -0.3235 0.1224 -0.1091
O 1.29435 7.01947 -3.90755 0.3904 0.2334 0.0367
C 2.23289 6.14008 -4.54464 -0.1589 -0.3690 0.0998
H 4.41885 6.14487 -4.52397 -0.0899 0.0224 -0.0041
H 3.67214 7.50526 -5.37910 0.0247 -0.0641 0.0369
H 3.68598 7.02373 -2.37845 -0.0071 0.0750 -0.0432
H 4.15888 8.51029 -3.21801 -0.0671 -0.0355 0.0091
H 1.86439 8.98995 -3.81951 0.0484 0.0775 0.0704
H 1.62020 8.21052 -2.24149 -0.0758 -0.0494 -0.0880
H 2.25857 5.20643 -3.97302 0.0196 -0.0513 -0.1367
H 1.89817 5.91721 -5.56004 -0.1032 0.0096 0.1140
```
Forces are in eV/Å.

Highest occupied orbital energy: -5.62 eV
Total charge: -1
Orbital gap: 7.979 eV

Results of the Löwdin charge analysis, in e, for atoms 1 through 4: number 1, C, carries -0.042; number 2, C, carries -0.410; number 3, P, carries 0.704; number 4, O, carries -0.371

Q: Among the records above, which one has the highest orbital gap?
A: C20H40AsBF6Mg2NO19

Q: Which value of highest occupied orbital energy does entry 3 give?
A: -5.62 eV

Q: Which of these has the highest highest occupied orbital energy?
A: C20H40BNO10P

Q: The highest highest occupied orbital energy belongs to which entry?
A: C20H40BNO10P